Record 1
Here is a molecular structure, C25H48Cl12N3O in a non-equilibrium geometry from the OMol25 dataset. Energies are from ωB97M-V/def2-TZVPD.

The total energy is -183476.9935 eV. The calculation puts the molecular weight at 832.12 g/mol. The HOMO-LUMO gap comes out at 6.808 eV. Its total charge is +1. Its spin multiplicity is 1.

Element x y z (Å)
C: -4.21887 -4.65184 4.06718
O: -5.56539 -4.29087 3.66834
C: -5.56390 -3.45571 2.49192
C: -5.69079 -4.24660 1.09464
C: -4.62681 -3.61500 0.07610
C: -3.16073 -4.31385 0.16907
N: -3.09252 -5.34709 1.09250
N: -1.87795 -5.88265 1.06189
C: -0.76409 -5.56615 0.29118
C: -0.73475 -4.41808 -0.71085
C: -2.10718 -3.72898 -0.76147
C: -2.43211 -2.49469 -1.70873
C: -1.06424 -1.59187 -1.82308
C: -0.45693 -1.12683 -0.33220
C: 0.46561 0.20002 -0.49482
C: 1.77904 0.12730 0.48127
N: 1.80876 1.35166 1.33493
H: -4.17978 -4.56913 5.21680
H: -4.02872 -5.72815 3.70598
H: -3.40147 -3.96766 3.65963
H: -6.47943 -2.75910 2.59303
H: -4.65797 -2.75576 2.40837
H: -6.73381 -3.98651 0.66996
H: -5.66337 -5.38056 1.17914
H: -4.48165 -2.49999 0.26568
H: -4.98304 -3.82844 -0.99363
H: -1.75941 -6.66969 1.73298
H: 0.18693 -6.19235 0.40480
H: 0.16596 -4.12013 -1.32525
H: -3.22912 -1.79251 -1.30771
H: -2.79667 -2.83386 -2.74686
H: -1.40635 -0.62229 -2.32842
H: -0.26950 -2.08147 -2.48732
H: 0.24712 -1.96619 0.04851
H: -1.28083 -1.01130 0.45126
H: -0.18778 1.10861 -0.27549
H: 0.88405 0.17987 -1.56166
H: 1.82655 -0.84405 1.07154
H: 2.71189 0.15607 -0.19104
H: 0.87434 1.51403 1.73344
H: 1.99597 2.15587 0.71897
Cl: 1.92021 4.49434 -0.45444
C: 2.38603 6.04706 0.28799
C: 2.59968 5.92501 1.78261
Cl: 1.07776 5.61496 2.65633
H: 1.61396 6.78105 0.05101
H: 3.31332 6.36255 -0.19366
H: 3.00527 6.85885 2.17578
H: 3.29755 5.12141 2.02405
Cl: 4.68188 8.42111 -0.43814
C: 5.15064 8.72437 -2.13015
C: 5.72424 7.48959 -2.79594
Cl: 7.30858 7.03553 -2.11933
H: 5.86056 9.55298 -2.14167
H: 4.24825 9.04286 -2.65596
H: 5.87778 7.68006 -3.85965
H: 5.05622 6.63285 -2.69584
Cl: 0.21200 -1.06908 3.42112
C: 0.74053 -2.52343 4.29995
C: 1.37016 -3.55336 3.38203
Cl: 0.17785 -4.28387 2.27488
H: -0.12273 -2.93180 4.82830
H: 1.47036 -2.19634 5.04298
H: 1.79258 -4.36747 3.97376
H: 2.16962 -3.12077 2.77820
Cl: 4.63082 -4.33310 -2.23531
C: 4.79887 -3.51163 -0.66506
C: 4.37556 -4.39519 0.49094
Cl: 2.61824 -4.70200 0.49395
H: 4.21534 -2.58978 -0.70004
H: 5.85178 -3.24373 -0.55854
H: 4.61235 -3.90629 1.43770
H: 4.88644 -5.35906 0.46803
Cl: 2.37621 6.67187 -3.62914
C: 1.03586 5.50185 -3.55993
C: 0.52826 5.12926 -4.93841
Cl: -0.29823 6.48769 -5.74102
H: 0.24398 5.92969 -2.94277
H: 1.41794 4.61439 -3.05426
H: -0.19958 4.31969 -4.85848
H: 1.33939 4.79599 -5.58808
Cl: -5.12681 1.19440 0.66740
C: -4.00082 2.09220 -0.38073
C: -3.35463 1.19842 -1.42083
Cl: -2.22095 0.02172 -0.68987
H: -3.25472 2.57258 0.25480
H: -4.58198 2.87452 -0.87310
H: -2.77406 1.80348 -2.12162
H: -4.10260 0.64050 -1.99044

---

Record 2
Here is a molecular structure, C25H48Cl3InN4O3SSi in a non-equilibrium geometry from the OMol25 dataset. Energies are from ωB97M-V/def2-TZVPD.

The calculation puts the energy relative to the best compared isomer or geometry (same formula, charge and spin) at 0.984 eV. The total energy is -100265.0311 eV. The calculation puts the molecular weight at 734.01 g/mol. The HOMO-LUMO gap comes out at 8.479 eV. Its spin multiplicity is 1.

Element x y z (Å)
C: -1.21598 -1.86107 -4.75625
C: -1.36307 -3.19785 -4.11251
H: -0.26197 -1.81273 -5.30150
H: -1.20861 -1.05432 -4.01366
H: -2.01501 -1.68512 -5.49571
C: -1.19153 -4.30584 -4.84855
C: -0.77671 -4.28849 -6.28054
H: -1.41226 -5.29403 -4.44654
H: 0.15526 -3.71719 -6.43020
H: -1.54660 -3.84274 -6.93395
H: -0.60268 -5.31982 -6.61701
In: -1.34122 0.72911 -0.49759
Cl: -1.97804 3.01943 -0.60940
Cl: -3.33137 -0.62577 -0.69958
C: -1.94718 0.18910 2.44829
O: -0.98575 0.35295 1.62159
N: -1.75673 -0.39077 3.62520
C: -0.39904 -0.73300 4.07425
C: -2.89813 -0.92284 4.37157
H: -2.97338 0.52437 2.21825
H: 0.23375 0.16049 4.08560
H: 0.06502 -1.49512 3.43358
H: -0.50000 -1.11932 5.09036
H: -3.72702 -0.21134 4.29527
H: -2.59704 -1.04391 5.41518
H: -3.22576 -1.89362 3.96302
H: 3.42287 3.93348 -2.14402
H: 2.28095 0.59276 -2.43167
C: 3.86584 3.19241 -1.46230
C: 3.14526 0.84830 -1.80542
N: 2.92469 2.12796 -1.14255
H: 4.17422 3.71453 -0.54613
C: 1.88630 2.33298 -0.32231
O: 1.04604 1.46652 -0.00872
H: 3.28770 0.04602 -1.07572
H: 1.82222 3.35564 0.10389
H: 4.73649 2.74263 -1.94049
H: 4.03573 0.94682 -2.42390
O: -0.69912 -2.63862 -1.87161
C: -1.72924 -3.24533 -2.64223
C: -1.11503 -5.65071 -2.16012
C: -2.04068 -4.61387 -2.07949
H: -0.18114 -5.49099 -2.70738
C: -1.38189 -6.86726 -1.51929
H: -2.59432 -2.58114 -2.52738
C: -3.25258 -4.78273 -1.40530
H: -0.63907 -7.67077 -1.57823
C: -2.58404 -7.03757 -0.83744
C: -3.53496 -6.00904 -0.80664
H: -3.93634 -3.92817 -1.37045
H: -2.79906 -7.99333 -0.35349
H: -4.49646 -6.15274 -0.31700
Si: 0.12232 -2.79744 -0.42143
Cl: 0.11483 -0.17663 -2.33815
C: 1.11437 -4.40852 -0.45556
C: -1.20259 -3.05015 0.88019
C: 1.48201 -1.62959 0.07804
H: 0.50379 -5.28932 -0.21425
H: 1.90695 -4.33962 0.30571
H: 1.58032 -4.57086 -1.43719
H: 2.32959 -1.75108 -0.60269
H: 1.82370 -1.91000 1.08306
H: 1.21416 -0.57093 0.11003
H: -1.74416 -3.99000 0.70427
H: -1.95039 -2.25054 0.84002
H: -0.76976 -3.09650 1.88758
C: -0.96924 6.16952 1.58188
N: 0.31032 6.61061 2.12413
C: 0.81867 7.86215 1.55875
C: 1.20855 5.66806 2.53660
S: 0.94453 4.01670 2.35214
N: 2.34940 6.19460 3.12837
C: 2.14472 7.16902 4.20721
C: 3.43142 5.25936 3.40684
H: -1.65881 7.02049 1.62812
H: -1.34020 5.33721 2.18784
H: -0.86416 5.82577 0.54242
H: 0.17731 8.68014 1.90298
H: 1.84343 8.03811 1.89533
H: 0.78533 7.83678 0.45979
H: 1.76591 6.70393 5.13160
H: 3.11820 7.62543 4.41458
H: 1.44157 7.93497 3.87759
H: 3.06228 4.36448 3.93102
H: 3.88661 4.93802 2.46759
H: 4.17567 5.77754 4.02180